Computed, not measured: C25H38FNO7PtSi4Te as an isolated structure, with ωB97M-V with the def2-TZVPD basis set.

Atoms and positions in Å:
Pt -1.58590 0.95467 -1.53293
C -4.02840 -3.55113 3.92097
C -4.89500 -2.33133 3.57617
C -5.36020 -1.55153 4.80537
C -4.17010 -0.94403 5.53477
C -3.25840 -0.23503 4.56647
C -2.35060 0.71757 5.06057
C -1.49770 1.34497 4.17747
F -0.60940 2.26617 4.67747
C -1.49070 1.07247 2.82997
C -2.36680 0.09337 2.31347
C -2.26520 -0.32523 0.94387
O -1.22970 0.04507 0.24987
C -3.26450 -1.23693 0.47077
C -4.16670 -1.73513 1.34487
N -4.16640 -1.45533 2.69397
C -3.26970 -0.54123 3.20807
C -3.44640 -1.70883 -0.99283
O -3.85070 -2.86963 -1.12333
O -3.23610 -0.87953 -1.90163
H -4.55300 -4.24223 4.57907
H -3.10250 -3.23313 4.39447
H -3.77790 -4.07393 3.00087
H -5.78210 -2.67693 3.02987
H -5.93060 -2.21233 5.46377
H -6.01840 -0.74573 4.47027
H -3.61930 -1.72933 6.06947
H -4.52490 -0.24173 6.29487
H -2.34250 0.97467 6.10857
H -0.83230 1.58647 2.15057
H -4.93220 -2.41323 0.99817
O -3.44430 3.43597 -4.17343
C -3.01530 2.78437 -3.23843
O -1.93910 2.12557 -3.19323
C -3.82140 2.81967 -1.82993
O -4.92690 3.33267 -1.83273
O -3.14510 2.37127 -0.87563
C 3.24670 -2.41953 -4.20263
Si 3.63270 -1.67563 -2.47443
C 3.38300 -3.09773 -1.20943
C 5.54120 -1.38923 -2.47903
Si 2.17960 0.13937 -1.95803
Te -0.06640 -0.76443 -2.61283
Si 2.71050 1.96897 -3.37733
C 2.30770 1.57177 -5.21103
C 4.57410 2.46717 -3.35673
C 1.67920 3.54447 -3.04903
Si 2.46790 0.75877 0.32047
C 1.92680 2.57227 0.58617
C 4.33390 0.69727 0.81477
C 1.57750 -0.36853 1.57577
H 3.75130 -3.36063 -4.40803
H 3.51720 -1.72573 -4.99213
H 2.17790 -2.59273 -4.28103
H 3.87970 -4.02483 -1.48633
H 2.32280 -3.30663 -1.11493
H 3.74880 -2.80443 -0.23013
H 6.09650 -2.32363 -2.50013
H 5.84530 -0.85033 -1.58883
H 5.85270 -0.80203 -3.33673
H 2.78150 0.65527 -5.54813
H 2.61070 2.36947 -5.88623
H 1.23480 1.44207 -5.31403
H 5.19940 1.58287 -3.41983
H 4.83240 2.98927 -2.44143
H 4.83430 3.11457 -4.18963
H 0.62360 3.28997 -3.10063
H 1.85740 4.32417 -3.78743
H 1.86390 3.96947 -2.06803
H 2.57010 3.25457 0.03647
H 1.93690 2.87957 1.62847
H 0.91230 2.70347 0.22247
H 4.95190 1.17157 0.05997
H 4.66860 -0.32983 0.91817
H 4.52220 1.20087 1.75847
H 0.52430 -0.41383 1.32047
H 1.64930 -0.02213 2.60577
H 1.95650 -1.38673 1.53707

Results
- Largest force on an atom: 2.99 eV/A
- Net charge: -2
- Relative energy (zero: lowest compared OMol25 entry of this formula, charge and spin): 182.39 kJ/mol
- LUMO: 3.52 eV

Let us look at the Löwdin charges, expressed in e, one per atom: 0.77, -0.02, -0.33, -0.14, -0.15, -0.14, 0.04, -0.24, 0.03, 0.09, -0.02, -0.24, -0.29, 0.00, 0.04, 0.00, -0.08, -0.69, -0.04, -0.13, 0.08, 0.08, 0.09, 0.15, 0.11, 0.13, 0.12, 0.12, 0.12, 0.13, 0.14, 0.02, -0.60, -0.22, -0.63, 0.01, -0.15, -0.23, 0.36, -0.23, -0.23, 0.00, 0.54, 0.38, -0.22, -0.23, -0.21, 0.40, -0.22, -0.23, -0.20, 0.01, 0.00, -0.01, 0.01, 0.01, 0.00, 0.01, 0.00, 0.00, 0.00, 0.02, 0.02, -0.01, 0.01, 0.01, 0.02, 0.02, 0.00, 0.01, 0.02, 0.01, 0.00, 0.00, 0.01, -0.01, 0.02, 0.02

=====

Computed, not measured: C25H38MgP2 as an isolated structure, with ωB97M-V with the def2-TZVPD basis set.

Atoms and positions in Å:
P 1.79525 -1.68510 -2.94224
P 2.37157 -2.64143 0.14863
C 3.24021 -2.80409 -2.56577
C 3.13819 -3.59346 -1.25864
H 4.14349 -2.16353 -2.61989
H 3.27351 -3.49835 -3.42461
H 2.56797 -4.54030 -1.35229
H 4.14978 -3.84671 -0.89749
C 3.90961 -1.70407 0.58290
H 3.73903 -1.07982 1.46890
H 4.22099 -1.07996 -0.27190
H 4.70570 -2.42916 0.78668
C 2.23128 -3.93925 1.40867
H 3.22562 -4.35566 1.60923
H 1.56669 -4.72433 1.00356
H 1.81189 -3.51209 2.32759
C 2.47504 -1.04737 -4.51123
H 1.74690 -0.38748 -4.99385
H 2.70595 -1.90088 -5.15853
H 3.39978 -0.50017 -4.26541
C 0.66428 -3.04096 -3.49562
H 0.42903 -3.70818 -2.65240
H 1.19651 -3.61559 -4.25976
H -0.24787 -2.61771 -3.92887
Mg -2.99631 1.31730 0.11295
C 0.26158 -0.60859 1.55070
C 1.23402 0.25725 1.20895
C 1.92695 0.49417 -0.09997
C 1.40335 1.43033 -1.20034
C 0.31552 0.82958 -2.04231
C -0.56038 -0.15266 -1.74014
C -0.44739 -1.34537 -0.84345
C -0.71608 -1.37773 0.68861
C -3.76275 2.47006 -1.45927
H -0.03842 -0.62351 2.62362
H 1.52601 0.97552 1.99011
H 2.06202 -0.47449 -0.58197
H 2.92317 0.88948 0.20112
H 1.12340 2.38610 -0.72734
H 2.22937 1.70920 -1.90603
H 0.12513 1.36053 -3.01971
H -1.47060 -0.19825 -2.37612
H 0.58071 -1.72379 -0.96687
H -1.11432 -2.10916 -1.31149
H -1.79855 -1.15840 0.84502
H -0.68842 -2.44697 1.04489
H -4.84220 2.54380 -1.16702
H -3.68301 2.02922 -2.45226
H -3.32481 3.48149 -1.46330
C -5.31044 2.84565 4.01876
C -5.18185 1.82106 3.04449
C -4.00336 1.66542 2.31182
C -2.92045 2.57895 2.51620
C -1.81796 2.54584 1.62446
C -0.75972 3.38820 1.86272
C -0.88561 4.44761 2.83563
C -2.00472 4.57255 3.64052
C -3.06271 3.62916 3.52873
C -4.27100 3.73967 4.25398
H -6.24257 2.94865 4.57394
H -6.02132 1.14952 2.84051
H -3.88418 0.74595 1.65774
H 0.18030 3.29038 1.31494
H -0.07912 5.17719 2.93513
H -2.11426 5.37973 4.38049
H -4.34939 4.53500 5.01392

Results
- Largest force on an atom: 2.69 eV/A
- Relative energy (zero: lowest compared OMol25 entry of this formula, charge and spin): 0.00 kJ/mol
- LUMO: -0.27 eV

Let us look at the natural (NBO) charges, expressed in e, one per atom: 0.86, 0.86, -0.72, -0.72, 0.22, 0.21, 0.22, 0.21, -0.94, 0.24, 0.24, 0.21, -0.96, 0.21, 0.24, 0.24, -0.95, 0.23, 0.21, 0.23, -0.95, 0.23, 0.21, 0.23, 1.53, -0.18, -0.19, -0.50, -0.45, -0.12, -0.26, -0.55, -0.42, -1.35, 0.21, 0.21, 0.24, 0.21, 0.23, 0.21, 0.21, 0.20, 0.27, 0.21, 0.18, 0.22, 0.20, 0.20, 0.22, -0.24, -0.21, -0.27, -0.02, -0.50, -0.26, -0.20, -0.22, -0.11, -0.15, 0.22, 0.22, 0.11, 0.20, 0.21, 0.21, 0.21

=====

Computed, not measured: a 3-piece molecular cluster, C25H38N2O4 overall, with ωB97M-V with the def2-TZVPD basis set.

Atoms and positions in Å:
C 0.83491 -1.28113 -6.43159
C -0.11539 -2.32788 -5.65746
C -0.87050 -1.71316 -4.38080
C -0.13510 -1.96846 -2.97446
C -0.94183 -1.07291 -1.87453
C -0.50274 -1.44060 -0.35624
C -0.60981 -0.05117 0.49353
C -0.44073 -0.26106 2.07684
C 0.40450 0.88722 2.82185
C 0.79409 0.25268 4.24970
C 2.33917 0.37979 4.65391
O 2.56489 1.25076 5.82160
C 3.98544 1.61712 5.70084
C 4.63527 2.08416 7.08733
C -0.39884 2.22717 3.28445
O -0.17624 3.15577 2.18362
C 1.23632 2.97119 1.91655
O 2.09080 3.84461 1.68681
O 1.41579 1.56001 2.02854
H 1.14761 -1.76938 -7.42515
H 1.78173 -1.04218 -5.82293
H 0.28480 -0.29505 -6.68658
H -0.92222 -2.70571 -6.37766
H 0.48141 -3.26360 -5.32494
H -1.94060 -2.13430 -4.30193
H -0.99082 -0.56703 -4.48042
H 0.98731 -1.74180 -2.98483
H -0.23830 -3.05993 -2.61273
H -2.06356 -1.32634 -1.98979
H -0.81530 0.03114 -2.13608
H 0.58710 -1.81322 -0.43360
H -1.20755 -2.25135 0.05588
H 0.14638 0.65581 0.01464
H -1.66700 0.35337 0.24589
H -1.51101 -0.35606 2.50761
H 0.08366 -1.27339 2.24348
H 0.50416 -0.86346 4.32116
H 0.17474 0.78355 5.05618
H 2.73244 -0.66086 4.98041
H 3.02894 0.75346 3.82509
H 4.11586 2.42038 4.88007
H 4.52707 0.63600 5.40413
H 4.02057 2.84336 7.67606
H 4.93792 1.15860 7.70696
H 5.63726 2.61102 6.83863
H 0.27685 2.69514 4.10375
H -1.44827 2.09875 3.70848
N -2.58984 1.80925 6.18390
C -2.06292 1.36820 7.33805
C -2.13175 2.06496 8.53337
C -2.77866 3.29213 8.54130
C -3.33066 3.77321 7.36282
C -3.21178 2.99916 6.22023
H -1.56468 0.40576 7.28055
H -1.69049 1.65891 9.43497
H -2.85219 3.86825 9.45726
H -3.84199 4.72722 7.33274
H -3.63007 3.33095 5.27508
N 0.24907 -2.23925 -9.72260
C -0.03502 -3.55152 -9.75126
C -0.94966 -4.12450 -10.62012
C -1.61572 -3.29619 -11.51140
C -1.34347 -1.93592 -11.50253
C -0.40874 -1.46088 -10.59681
H 0.50869 -4.15751 -9.03344
H -1.13674 -5.19093 -10.60011
H -2.34006 -3.70674 -12.20653
H -1.84528 -1.26017 -12.18384
H -0.15920 -0.40541 -10.55391

Results
- SMILES string: CCCCCCCC[C@]1(CCOCC)COC(=O)O1.c1ccncc1.c1ccncc1
- Largest force on an atom: 5.57 eV/A
- Relative energy (zero: lowest compared OMol25 entry of this formula, charge and spin): 650.93 kJ/mol
- LUMO: 0.75 eV

Let us look at the natural (NBO) charges, expressed in e, one per atom: -0.63, -0.41, -0.41, -0.40, -0.40, -0.41, -0.41, -0.44, 0.25, -0.46, -0.08, -0.56, -0.08, -0.64, -0.12, -0.53, 0.99, -0.54, -0.54, 0.24, 0.20, 0.20, 0.20, 0.20, 0.20, 0.20, 0.20, 0.20, 0.20, 0.20, 0.20, 0.20, 0.22, 0.20, 0.23, 0.21, 0.22, 0.24, 0.17, 0.20, 0.18, 0.17, 0.22, 0.21, 0.21, 0.18, 0.24, -0.44, 0.03, -0.26, -0.16, -0.26, 0.03, 0.19, 0.22, 0.22, 0.22, 0.19, -0.42, 0.03, -0.26, -0.17, -0.26, 0.03, 0.19, 0.22, 0.22, 0.22, 0.19